No. 1
This record from OMol25 describes C13H14F3FeNO3 as an isolated structure in a non-equilibrium geometry. The level of theory is ωB97M-V with the def2-TZVPD basis set.

CARTESIAN COORDINATES (ANGSTROEM)
C -1.6158 -0.3714 -0.7347
C -0.3468 -0.3689 0.0060
C 0.4904 0.7619 0.1621
Fe 1.5019 0.7050 -1.5702
C 1.4008 2.5438 -1.5825
O 1.1067 3.6686 -1.6128
C 0.1861 0.9914 -2.9174
O -0.5545 1.3436 -3.7396
C 3.3849 0.4404 -0.9126
C 3.3065 1.0158 -2.2355
C 2.5961 0.0843 -3.0793
C 2.2623 -1.0657 -2.2729
C 2.7310 -0.8324 -0.9420
H -2.4138 -0.8886 -0.1748
H -1.9656 0.6516 -0.9305
H -1.4990 -0.9024 -1.6944
H -0.0644 -1.3324 0.4496
H -0.0130 1.7418 0.1292
H 1.2630 0.6846 0.9529
H 3.9080 0.8777 -0.0672
H 3.7716 1.9417 -2.5525
H 2.4474 0.1910 -4.1482
H 1.7904 -1.9808 -2.6285
H 2.6752 -1.5366 -0.1143
C -1.0051 0.4534 3.1797
N -2.2003 -0.0837 2.5863
C -2.4133 -1.3736 2.4501
C -3.8928 -1.6741 2.8694
F -4.0025 -1.5508 4.2337
F -4.7870 -0.8091 2.3076
F -4.2747 -2.9309 2.5344
O -1.6945 -2.2871 2.0200
H -1.2925 1.3472 3.7536
H -0.4942 -0.2503 3.8647
H -0.2924 0.7951 2.4105

Results
Total energy: -63873.5104 eV
Expectation value of S²: 6.126
Orbital gap (alpha / beta): 6.6178 / 5.8917 eV
Highest occupied orbital energy (alpha / beta): -6.19 / -8.58 eV
Energy above the lowest of the compared OMol25 structures with the same formula, charge and spin: 1.751 eV
Spin multiplicity: 5

No. 2
This record from OMol25 describes C13H14IN3Pt as an isolated structure in a non-equilibrium geometry. The level of theory is ωB97M-V with the def2-TZVPD basis set.

CARTESIAN COORDINATES (ANGSTROEM)
C -1.5724 -2.5350 1.5560
C -1.1643 -1.1480 2.1929
H -2.0424 -2.4662 0.5754
H -2.3546 -2.9129 2.2277
H -0.8078 -3.3162 1.5959
H -1.2125 -0.2751 1.5290
H -2.0125 -0.9211 2.8526
H -0.3224 -1.1650 2.8806
C -0.9162 -1.2080 -2.2957
C -1.1123 -0.6765 -3.5663
C -0.7196 0.6427 -3.8273
C -0.1330 1.3786 -2.8053
H -1.1983 -2.2295 -2.0424
H -1.5824 -1.2912 -4.3295
H -0.8580 1.0829 -4.8130
H 0.1472 2.4246 -2.9180
N -0.2918 -0.5109 -1.3340
C 0.0972 0.7718 -1.5607
C 0.6736 1.4425 -0.4140
N 0.8033 0.6608 0.6973
C 1.2035 1.1987 1.8695
C 1.4193 3.3640 0.8324
C 1.5143 2.5491 1.9702
H 1.2639 0.5095 2.7116
H 1.8239 2.9387 2.9356
C 0.9747 2.8040 -0.3577
H 0.8273 3.3870 -1.2640
H 1.6738 4.4196 0.8847
Pt 0.3861 -1.4035 0.5259
I 0.9407 -3.7317 -0.6166
N 2.7459 -1.9903 2.4848
C 1.8058 -1.7935 1.8225

Results
Total energy: -29502.2379 eV
Expectation value of S²: 6.045
Orbital gap (alpha / beta): 3.9442 / 5.4906 eV
Highest occupied orbital energy (alpha / beta): -12.86 / -16.91 eV
Total charge: +2
Energy above the lowest of the compared OMol25 structures with the same formula, charge and spin: 1.270 eV
Spin multiplicity: 5

No. 3
This record from OMol25 describes one molecule with the formula C13H14NO2P in a non-equilibrium geometry. The level of theory is ωB97M-V with the def2-TZVPD basis set.

CARTESIAN COORDINATES (ANGSTROEM)
C 2.4867 0.7203 2.5580
C 3.1308 0.7195 1.3298
C 2.7453 -0.1138 0.1751
C 3.6051 -1.0826 -0.3664
C 3.2335 -1.8338 -1.4718
C 2.0003 -1.6353 -2.0853
C 1.1568 -0.6946 -1.5353
C 1.4994 0.0557 -0.4215
C 0.3555 0.9786 -0.0730
O 0.2394 1.7250 0.8516
N -0.5716 0.8166 -1.1187
P -2.3053 0.7247 -0.7245
C -2.8091 2.3527 -0.0302
C -2.5228 -0.4291 0.7115
C -3.8972 -1.1144 0.5184
C -0.2054 -0.2703 -1.9826
O -0.8732 -0.6842 -2.8772
H 2.6254 -0.1213 3.2346
H 1.8569 1.5482 2.8725
H 4.0125 1.3490 1.1895
H 4.5736 -1.2683 0.0758
H 3.8930 -2.5870 -1.8798
H 1.6743 -2.1747 -2.9631
H -2.1974 2.6214 0.8269
H -3.8646 2.2658 0.2192
H -2.7320 3.0709 -0.8435
H -1.7554 -1.1989 0.7479
H -2.5856 0.1274 1.6453
H -3.7893 -2.1479 0.1980
H -4.4688 -1.1152 1.4445
H -4.5108 -0.6045 -0.2258

Results
Total energy: -28579.1947 eV
Orbital gap: 7.2365 eV
Highest occupied orbital energy: -7.82 eV
Structure (SMILES): C=Cc1cccc2c1C(=O)N(P(C)CC)C2=O
Energy above the lowest of the compared OMol25 structures with the same formula, charge and spin: 2.036 eV

No. 4
This record from OMol25 describes C13H15BNO6Sn as an isolated structure in a non-equilibrium geometry. The level of theory is ωB97M-V with the def2-TZVPD basis set.

CARTESIAN COORDINATES (ANGSTROEM)
Sn -0.5865 -0.0900 0.0850
O 1.1187 3.4366 -1.6205
C 0.7101 2.3329 -1.4021
O -0.1397 2.0053 -0.4732
C 1.2524 1.1223 -2.1822
C 2.1968 1.1837 -3.1963
C 2.6777 -0.0120 -3.7158
C 2.2111 -1.2288 -3.2316
C 1.2618 -1.2051 -2.2197
N 0.8336 -0.0504 -1.7322
C 0.7223 -2.4429 -1.4831
O 1.1348 -3.5370 -1.7329
O -0.1398 -2.1506 -0.5507
H 2.5545 2.1400 -3.5426
H 3.4445 0.0016 -4.4776
H 2.5831 -2.1696 -3.6061
C 2.3870 -0.8904 4.6850
C 1.0268 -0.3419 4.3097
C -0.0439 -0.8307 5.2710
O 0.6207 -0.8948 2.9619
B -0.0348 0.1018 2.4485
O -0.0530 1.2969 2.9463
C 0.9694 1.2113 4.0416
C 0.5003 2.0644 5.1997
C 2.2514 1.7554 3.4300
H 2.3157 -1.9665 4.8171
H 2.7016 -0.4476 5.6278
H 3.1426 -0.6847 3.9351
H -0.0741 -1.9163 5.2267
H -1.0224 -0.4501 4.9858
H 0.1760 -0.5298 6.2916
H -0.4861 1.7767 5.5453
H 0.4648 3.1007 4.8770
H 1.1986 1.9834 6.0284
H 2.5843 1.1241 2.6069
H 3.0387 1.8247 4.1755
H 2.0538 2.7482 3.0341

Results
Total energy: -34002.7300 eV
Orbital gap: 6.6496 eV
Highest occupied orbital energy: -13.55 eV
Total charge: +1

No. 5
This record from OMol25 describes C13H15BrHgN3O8S as an isolated structure in a non-equilibrium geometry. The level of theory is ωB97M-V with the def2-TZVPD basis set.

CARTESIAN COORDINATES (ANGSTROEM)
Hg 0.8876 0.2280 1.0558
O 0.2117 -3.0943 5.3055
C -0.1294 -4.3141 5.0194
C -0.1159 -4.9648 3.7633
C -0.5173 -6.2855 3.6996
N -1.0204 -6.8638 4.7901
C -0.9077 -6.3390 5.9599
Br 3.2581 1.2781 1.5004
C -0.5036 -5.0459 6.1413
H -0.0557 -2.4799 4.3773
H 0.2584 -4.4207 2.9493
H -0.4013 -6.9503 2.8681
H -0.4233 -4.5845 7.1180
C -1.6020 0.9816 -3.5197
C -0.5115 1.8396 -4.1558
C 0.2210 2.6562 -3.0221
C 1.3357 3.5859 -3.6463
C 2.2338 4.1693 -2.5909
C -0.6676 3.6512 -2.3367
O -1.0335 4.6962 -2.9308
N -0.9146 3.4206 -1.0137
C -0.3661 2.3858 -0.2059
O -0.6306 2.3701 0.9940
N 0.5055 1.5540 -0.7316
C 0.8580 1.5886 -2.0771
O 1.7149 0.8406 -2.5404
H -2.2600 0.5281 -4.1845
H -2.2788 1.7014 -2.9886
H -1.1302 0.3633 -2.7324
H -0.8961 2.5538 -4.8875
H 0.2480 1.2957 -4.6403
H 0.7348 4.2867 -4.2577
H 1.9608 2.9793 -4.2398
H 1.8271 5.0727 -2.1055
H 3.0824 4.4228 -3.1634
H 2.5869 3.4515 -1.8856
H -1.3861 4.1279 -0.4929
O -0.1548 -3.3760 1.3082
S -0.8769 -2.1899 1.7646
O -2.2835 -2.2338 2.0055
O -0.6710 -1.1292 0.6569
O -0.1867 -1.7573 3.0721

Results
Total energy: -119629.7829 eV
Expectation value of S²: 0.756
Orbital gap (alpha / beta): 7.6163 / 7.8637 eV
Highest occupied orbital energy (alpha / beta): -3.17 / -3.42 eV
Total charge: -2
Energy above the lowest of the compared OMol25 structures with the same formula, charge and spin: 0.059 eV
Spin multiplicity: 2

No. 6
This record from OMol25 describes one molecule with the formula C13H15BrN2O2 in a non-equilibrium geometry. The level of theory is ωB97M-V with the def2-TZVPD basis set.

CARTESIAN COORDINATES (ANGSTROEM)
O -3.4894 -3.3461 -0.4239
C -2.8691 -2.3448 -0.1334
N -1.5078 -2.4028 0.0043
N -0.7036 -1.3567 0.2528
C 0.5467 -1.5293 0.3415
C 1.4550 -0.3779 0.6224
C 2.9229 -0.6528 0.2308
C 3.2333 0.4662 -0.7687
C 3.3104 1.7921 -0.0027
C 1.8385 2.0698 0.3657
C 1.1010 0.8636 -0.2226
C 1.8985 0.6044 -1.4992
C -3.5044 -1.0397 0.1002
C -3.0679 0.1560 0.6205
C -4.1778 1.0231 0.6266
C -5.2063 0.2843 0.1109
Br -6.9834 0.7368 -0.2037
O -4.8223 -0.9491 -0.2048
H -1.1003 -3.3312 -0.1400
H 1.0004 -2.5223 0.2300
H 1.3673 -0.1442 1.6885
H 3.5918 -0.6294 1.0902
H 3.0242 -1.6284 -0.2473
H 4.1066 0.2659 -1.3872
H 3.9503 1.7134 0.8753
H 3.7122 2.5798 -0.6400
H 1.6877 2.1553 1.4412
H 1.4851 2.9919 -0.0959
H 0.0292 1.0023 -0.3398
H 1.5935 -0.3041 -2.0156
H 1.8754 1.4427 -2.1925
H -2.0760 0.3725 0.9558
H -4.2217 2.0387 0.9607

Results
Total energy: -90840.7702 eV
Orbital gap: 9.3111 eV
Highest occupied orbital energy: -8.76 eV
Structure (SMILES): O=C(N/N=C/[C@H]1C[C@@H]2CC[C@H]1C2)c1ccc(Br)o1
Energy above the lowest of the compared OMol25 structures with the same formula, charge and spin: 0.588 eV

No. 7
This record from OMol25 describes one molecule with the formula C13H15ClN4O in a non-equilibrium geometry. The level of theory is ωB97M-V with the def2-TZVPD basis set.

CARTESIAN COORDINATES (ANGSTROEM)
O 0.2731 -2.4116 -1.0732
C -0.6885 -1.6314 -1.0751
N -1.7868 -2.0099 -1.8117
C -2.5670 -0.9883 -2.0773
C -3.6206 -1.1686 -2.9752
C -4.5680 -0.1860 -3.1784
C -4.5387 1.1013 -2.5467
Cl -5.7480 2.4031 -2.9661
C -3.5754 1.2850 -1.5574
C -2.5945 0.2940 -1.3014
N -1.5803 0.5862 -0.3677
C -0.6300 -0.3403 -0.2945
N 0.4030 -0.1095 0.5722
C 0.6479 1.1126 1.3784
N 1.9828 0.7254 1.7720
C 3.2185 1.1702 1.0163
C 4.3150 0.6877 1.9942
C 3.7605 -0.6306 2.5022
C 2.2181 -0.4030 2.7100
H -1.7410 -2.8377 -2.3782
H -3.7725 -2.0386 -3.5613
H -5.5107 -0.3447 -3.6822
H -3.4624 2.2656 -1.0870
H 1.0214 -0.8813 0.7119
H 0.5957 2.0446 0.6692
H -0.0841 1.3862 2.1199
H 3.2651 0.5702 0.0732
H 3.1943 2.1796 0.6965
H 5.2582 0.4960 1.5268
H 4.5092 1.4352 2.7642
H 3.8862 -1.3877 1.7727
H 4.4553 -0.7873 3.4481
H 1.5665 -1.2509 2.3958
H 1.8979 -0.3355 3.8099

Results
Total energy: -34252.8770 eV
Orbital gap: 7.9071 eV
Highest occupied orbital energy: -7.68 eV
Structure (SMILES): O=c1[nH]c2ccc(Cl)cc2nc1NCN1CCCC1
Energy above the lowest of the compared OMol25 structures with the same formula, charge and spin: 1.544 eV

No. 8
This record from OMol25 describes C13H15F3NPdS6Sb as an isolated structure. The level of theory is ωB97M-V with the def2-TZVPD basis set.

CARTESIAN COORDINATES (ANGSTROEM)
Pd 0.6459 0.7206 -0.6465
F 0.8629 -2.2014 4.2409
C 2.1314 -1.9833 3.8529
F 2.8486 -3.0378 4.3031
F 2.5831 -0.9096 4.5094
C 2.2513 -1.8535 2.3559
C 3.0103 -2.7669 1.6668
C 3.1200 -2.6891 0.2781
C 2.4365 -1.6843 -0.3532
N 1.6889 -0.7905 0.3107
C 1.5715 -0.8079 1.6686
S 0.6305 0.4000 2.4054
H 3.5228 -3.5491 2.2083
H 3.7162 -3.3899 -0.2861
H 2.4666 -1.5620 -1.4287
C 0.0349 2.8776 -4.5513
S -0.1089 1.3986 -3.5184
C -0.2795 2.1719 -1.9311
C 0.7790 2.8266 -1.2397
S 2.3720 2.2439 -1.2900
S 0.2934 4.0763 -0.1152
C -1.4186 4.0647 -0.4516
S -2.4770 5.0321 0.3128
S -1.8786 2.8885 -1.6401
H 0.0522 2.5337 -5.5842
H 0.9626 3.4016 -4.3311
H -0.8205 3.5359 -4.4082
C -2.8387 0.7124 1.2975
Sb -1.5295 -0.4002 0.0667
C -1.3420 -2.2724 1.0373
C -2.8716 -0.9132 -1.5096
H -3.6661 0.0696 1.5963
H -3.2223 1.5682 0.7442
H -2.2911 1.0486 2.1739
H -2.3116 -2.7685 1.0392
H -1.0040 -2.1000 2.0567
H -0.6167 -2.8922 0.5116
H -3.7885 -1.3285 -1.0926
H -2.4053 -1.6460 -2.1666
H -3.1103 -0.0244 -2.0921

Results
Total energy: -98396.5251 eV
Orbital gap: 6.9058 eV
Highest occupied orbital energy: -7.82 eV
Energy above the lowest of the compared OMol25 structures with the same formula, charge and spin: 0.945 eV

The lowest total energy belongs to which entry? C13H15BrHgN3O8S

The highest total energy belongs to which entry? C13H14NO2P

The lowest total energy belongs to which entry? C13H15BrHgN3O8S